Record 1
Formula: C40H74Br18N3OPSi
Source: the Open Molecules 2025 dataset
Level of theory: wB97M-V/def2-TZVPD

* orbital gap: 0.279 Eh
* charge: 0
* DFT total energy: -48771.24406 Ha
* structure (SMILES): CCP(CC)c1cccc2nc(CCO[Si](C)(C)C)c(CCCCCN)nc12.BrCCBr.BrCCBr.BrCCBr.BrCCBr.BrCCBr.BrCCBr.BrCCBr.BrCCBr.BrCCBr
* HOMO: -7.29 eV

Geometry (Å):
C1 5.631 -1.516 1.695
C2 4.527 -0.519 1.340
P1 3.398 -0.346 2.785
C3 2.629 1.319 2.712
C4 3.692 2.357 3.142
C5 2.129 -1.666 2.707
C6 2.365 -2.783 3.476
C7 1.443 -3.855 3.511
C8 0.295 -3.770 2.774
C9 0.037 -2.651 1.956
N1 -1.124 -2.622 1.228
C10 -1.324 -1.560 0.500
C11 -2.605 -1.457 -0.289
C12 -3.501 -2.665 -0.162
O1 -2.932 -3.786 -0.830
Si1 -3.505 -5.288 -0.412
C13 -2.973 -5.762 1.328
C14 -2.719 -6.553 -1.548
C15 -5.364 -5.438 -0.540
C16 -0.370 -0.496 0.447
C17 -0.652 0.719 -0.397
C18 -1.052 1.944 0.445
C19 -2.580 2.105 0.613
C20 -3.039 2.181 2.075
C21 -3.465 0.842 2.680
N2 -4.575 0.210 1.958
N3 0.746 -0.493 1.122
C22 0.947 -1.590 1.910
H1 6.142 -1.141 2.580
H2 6.378 -1.591 0.910
H3 5.203 -2.479 1.963
H4 4.021 -0.791 0.414
H5 5.004 0.449 1.191
H6 1.790 1.388 3.400
H7 2.239 1.555 1.726
H8 4.675 1.882 3.134
H9 3.752 3.191 2.450
H10 3.544 2.679 4.165
H11 3.253 -2.844 4.089
H12 1.665 -4.713 4.125
H13 -0.436 -4.563 2.801
H14 -3.182 -0.617 0.084
H15 -2.405 -1.344 -1.353
H16 -3.699 -2.891 0.891
H17 -4.457 -2.440 -0.633
H18 -3.389 -6.741 1.565
H19 -3.256 -5.037 2.083
H20 -1.893 -5.892 1.303
H21 -2.968 -6.398 -2.593
H22 -3.065 -7.533 -1.220
H23 -1.641 -6.551 -1.404
H24 -5.886 -4.712 0.082
H25 -5.673 -6.438 -0.240
H26 -5.723 -5.301 -1.558
H27 -1.355 0.510 -1.196
H28 0.294 0.952 -0.883
H29 -0.666 2.828 -0.057
H30 -0.560 1.871 1.412
H31 -2.857 3.033 0.118
H32 -3.103 1.319 0.076
H33 -2.225 2.572 2.681
H34 -3.885 2.863 2.164
H35 -3.800 1.049 3.694
H36 -2.590 0.187 2.708
H37 -4.750 0.663 1.073
H38 -4.410 -0.773 1.809
Br1 -0.930 2.212 -4.146
C23 -0.493 0.697 -5.291
C24 -0.476 -0.575 -4.492
Br2 1.133 -0.705 -3.406
H39 0.460 0.917 -5.763
H40 -1.272 0.667 -6.050
H41 -0.460 -1.447 -5.141
H42 -1.321 -0.646 -3.814
Br3 -10.507 -0.064 -0.883
C25 -9.085 -0.703 0.282
C26 -8.177 0.414 0.723
Br4 -6.970 0.959 -0.702
H43 -8.560 -1.480 -0.265
H44 -9.588 -1.142 1.140
H45 -7.529 0.083 1.534
H46 -8.716 1.304 1.030
Br5 0.398 2.280 -8.610
C27 -0.316 3.861 -7.723
C28 0.697 4.969 -7.652
Br6 2.039 4.640 -6.285
H47 -0.656 3.546 -6.741
H48 -1.171 4.166 -8.323
H49 0.215 5.899 -7.364
H50 1.232 5.114 -8.585
Br7 -0.381 7.354 -5.149
C29 0.111 7.933 -3.357
C30 0.565 6.783 -2.500
Br8 -0.930 5.700 -1.887
H51 -0.750 8.452 -2.949
H52 0.923 8.641 -3.498
H53 1.042 7.158 -1.597
H54 1.243 6.112 -3.017
Br9 7.171 -3.658 -1.125
C31 8.712 -4.418 -0.217
C32 9.738 -3.368 0.117
Br10 10.751 -2.825 -1.452
H55 9.104 -5.198 -0.861
H56 8.319 -4.864 0.694
H57 10.474 -3.763 0.814
H58 9.293 -2.468 0.530
Br11 6.420 4.368 4.442
C33 6.001 5.134 6.181
C34 5.937 4.084 7.257
Br12 4.293 3.049 7.167
H59 5.069 5.677 6.068
H60 6.806 5.836 6.387
H61 5.930 4.549 8.240
H62 6.756 3.375 7.197
Br13 -7.912 -2.886 -2.402
C35 -7.101 -1.339 -3.256
C36 -6.051 -1.723 -4.263
Br14 -4.386 -2.281 -3.415
H63 -6.705 -0.718 -2.460
H64 -7.922 -0.819 -3.745
H65 -5.790 -0.857 -4.867
H66 -6.358 -2.537 -4.912
Br15 1.755 10.157 -0.810
C37 3.607 10.268 -1.401
C38 3.963 9.159 -2.355
Br16 4.204 7.463 -1.434
H67 4.219 10.261 -0.505
H68 3.695 11.234 -1.893
H69 4.915 9.365 -2.838
H70 3.203 8.999 -3.112
Br17 1.369 -7.841 1.993
C39 2.303 -8.452 3.586
C40 1.358 -8.661 4.738
Br18 0.803 -6.968 5.516
H71 3.068 -7.714 3.803
H72 2.774 -9.392 3.305
H73 1.848 -9.205 5.542
H74 0.452 -9.183 4.447


Record 2
Formula: C40H74ClI3N7O11P4
Source: the Open Molecules 2025 dataset
Level of theory: wB97M-V/def2-TZVPD

* orbital gap: 0.150 Eh
* charge: +1
* DFT total energy: -5496.84446 Ha
* HOMO: -9.17 eV

Geometry (Å):
C1 0.681 -1.536 3.904
C2 1.792 -0.364 4.314
O1 1.093 0.930 4.374
P1 1.002 1.676 2.774
O2 1.834 3.046 2.912
C3 -0.834 2.143 2.339
C4 -1.748 0.830 2.825
C5 -3.331 0.952 2.421
C6 -4.350 1.551 3.600
C7 -3.815 2.035 5.102
O3 -4.166 1.293 6.174
O4 -2.936 3.226 5.205
C8 -3.276 4.033 6.396
I1 -4.614 5.777 6.028
C9 -2.767 3.715 7.768
C10 -1.790 2.442 8.109
I2 -3.398 5.020 9.438
C11 -5.951 1.646 3.255
C12 -6.948 2.202 4.431
C13 -7.349 3.807 4.200
C14 -8.056 4.311 5.616
Cl1 -9.825 3.746 5.699
C15 -6.452 1.175 1.731
C16 -8.086 1.334 1.411
C17 -8.891 -0.115 1.514
C18 -10.126 -0.052 0.413
O5 -9.557 -0.147 2.853
C19 -9.700 -1.565 3.308
C20 -8.379 -1.825 4.301
C21 -7.057 -2.693 3.843
C22 -5.791 -2.853 4.880
C23 -5.922 -2.143 6.353
C24 -7.234 -1.288 6.874
C25 -8.480 -1.126 5.808
N1 -5.460 0.628 0.684
I3 -6.330 0.039 -1.135
C26 -3.945 0.520 0.953
P2 -2.868 -0.127 -0.484
O6 -1.318 -0.201 -0.190
O7 -3.027 0.846 -1.962
O8 -3.353 -1.784 -0.902
O9 1.585 0.649 1.492
C27 2.508 1.355 0.588
C28 4.034 1.150 1.164
H1 1.064 -2.614 4.181
H2 0.483 -1.423 2.756
H3 -0.326 -1.328 4.473
H4 2.147 -0.656 5.416
H5 2.725 -0.394 3.610
H6 -1.100 3.031 3.083
H7 -0.985 2.412 1.210
H8 -1.579 0.778 4.006
H9 -1.294 -0.197 2.419
H10 -2.318 1.398 8.046
H11 -0.816 2.450 7.455
H12 -1.427 2.564 9.239
H13 -6.598 1.986 5.527
H14 -7.980 1.618 4.298
H15 -6.425 4.468 3.911
H16 -8.111 3.877 3.285
H17 -7.471 3.755 6.486
H18 -7.931 5.491 5.709
H19 -8.277 1.876 0.365
H20 -8.625 2.040 2.209
H21 -8.196 -1.049 1.400
H22 -10.393 1.103 0.276
H23 -11.092 -0.571 0.867
H24 -9.796 -0.503 -0.617
H25 -9.735 -2.309 2.399
H26 -10.692 -1.748 3.923
H27 -6.991 -3.209 2.785
H28 -4.829 -3.447 4.551
H29 -5.024 -2.270 7.110
H30 -7.191 -0.850 7.958
H31 -9.415 -0.499 6.163
H32 -2.254 1.507 -1.991
H33 -2.944 -2.394 -0.191
H34 2.463 0.799 -0.452
H35 2.210 2.475 0.392
H36 4.820 1.140 0.283
H37 4.069 0.076 1.652
H38 4.253 1.970 1.981
O10 7.083 -0.437 -0.440
P3 8.201 -1.092 -1.287
N2 8.934 0.420 -1.619
C29 8.176 1.519 -2.206
C30 9.667 0.943 -0.455
N3 7.176 -1.621 -2.536
C31 7.095 -1.065 -3.872
C32 5.852 -2.105 -2.138
N4 9.487 -1.846 -2.261
C33 10.085 -2.962 -1.524
C34 10.535 -1.145 -2.998
H39 8.811 2.401 -2.344
H40 7.320 1.814 -1.592
H41 7.821 1.275 -3.205
H42 10.300 0.161 -0.023
H43 8.988 1.298 0.326
H44 10.333 1.763 -0.745
H45 6.434 -0.192 -3.909
H46 6.698 -1.809 -4.575
H47 8.069 -0.781 -4.274
H48 5.158 -1.273 -1.977
H49 5.914 -2.688 -1.213
H50 5.423 -2.769 -2.895
H51 10.712 -2.598 -0.703
H52 10.689 -3.600 -2.178
H53 9.302 -3.597 -1.096
H54 11.272 -0.683 -2.331
H55 10.136 -0.378 -3.666
H56 11.072 -1.844 -3.651
O11 3.906 0.462 -7.289
P4 3.216 -0.852 -6.851
N5 3.972 -1.749 -8.099
C35 3.865 -1.346 -9.496
C36 5.390 -2.010 -7.807
N6 1.640 -0.355 -7.252
C37 0.850 -0.828 -8.372
C38 1.308 1.047 -6.991
N7 2.422 -2.364 -6.347
C39 2.591 -2.562 -4.905
C40 2.518 -3.656 -7.020
H57 4.411 -2.038 -10.145
H58 4.257 -0.339 -9.674
H59 2.838 -1.387 -9.851
H60 5.505 -2.379 -6.783
H61 5.999 -1.106 -7.911
H62 5.792 -2.786 -8.468
H63 1.089 -0.288 -9.294
H64 -0.220 -0.686 -8.175
H65 0.970 -1.897 -8.554
H66 1.673 1.697 -7.794
H67 1.752 1.382 -6.048
H68 0.227 1.193 -6.895
H69 3.621 -2.847 -4.667
H70 1.911 -3.330 -4.520
H71 2.362 -1.637 -4.365
H72 3.511 -4.107 -6.909
H73 2.277 -3.593 -8.084
H74 1.787 -4.359 -6.601